No. 1
The following is a DFT calculation (ωB97M-V/def2-TZVPD) of one molecule with the formula C19H28N4O4S2.

The calculation puts the HOMO-LUMO gap at 8.759 eV. The calculation puts the HOMO energy at -8.3735 eV. Its SMILES is CCN(CC)C(=O)CSc1nc2cc(S(=O)(=O)N3CCOCC3)ccc2n1CC. The relative energy (zero: lowest compared OMol25 entry of this formula, charge and spin) comes out at 17.5 kcal/mol.

Atoms and positions in Å:
C  -4.5474  -2.3298  -1.8790
C  -4.8244  -2.5774  -0.3992
N  -4.6197  -1.3742  0.3906
C  -5.7525  -0.4849  0.5316
C  -6.6247  -0.8484  1.7335
C  -3.3991  -1.1817  0.9370
O  -2.4854  -1.9684  0.7846
C  -3.1889  0.0936  1.7412
S  -2.9898  1.5029  0.5979
C  -1.2583  1.5143  0.4777
N  -0.4575  0.9762  1.3531
C  0.8027  1.2182  0.8820
C  2.0421  0.8673  1.4034
C  3.1480  1.2596  0.6834
S  4.7765  0.7948  1.2446
O  4.7128  0.3121  2.5957
O  5.7080  1.8423  0.9424
N  5.1052  -0.4739  0.1737
C  6.5224  -0.7633  0.0492
C  6.7026  -1.8036  -1.0557
O  5.9771  -2.9772  -0.7689
C  4.6055  -2.7023  -0.6166
C  4.3574  -1.6740  0.4896
C  3.0725  1.9742  -0.5083
C  1.8503  2.3386  -1.0372
C  0.7201  1.9488  -0.3336
N  -0.6214  2.1170  -0.5709
C  -1.2343  2.8521  -1.6447
C  -1.3700  4.3323  -1.2989
H  -5.1938  -1.5475  -2.2719
H  -4.7190  -3.2407  -2.4457
H  -3.5121  -2.0270  -2.0108
H  -4.1360  -3.3376  -0.0238
H  -5.8509  -2.9200  -0.2520
H  -5.4106  0.5487  0.6121
H  -6.3479  -0.5594  -0.3822
H  -7.0051  -1.8622  1.6363
H  -6.0569  -0.7886  2.6587
H  -7.4684  -0.1666  1.7975
H  -2.2451  0.0201  2.2814
H  -4.0102  0.3287  2.4132
H  2.1489  0.3264  2.3284
H  7.0276  0.1708  -0.1939
H  6.9226  -1.1571  0.9948
H  7.7482  -2.1037  -1.1374
H  6.3624  -1.3791  -2.0120
H  4.1279  -3.6522  -0.3725
H  4.1954  -2.3145  -1.5616
H  3.2986  -1.4157  0.5378
H  4.6725  -2.0801  1.4612
H  3.9972  2.2437  -0.9910
H  1.7821  2.9004  -1.9559
H  -0.6193  2.7234  -2.5392
H  -2.2225  2.4194  -1.8278
H  -0.3934  4.7645  -1.0938
H  -1.8241  4.8664  -2.1285
H  -1.9977  4.4543  -0.4194

---

No. 2
The following is a DFT calculation (ωB97M-V/def2-TZVPD) of C19H28N4PbS2 as an isolated structure.

The calculation puts the HOMO-LUMO gap at 7.136 eV. As for the total charge: +2. The calculation puts the HOMO energy at -14.2295 eV. The relative energy (zero: lowest compared OMol25 entry of this formula, charge and spin) comes out at 0.0 kcal/mol.

Atoms and positions in Å:
Pb  0.3135  -0.7340  -1.1031
S  -0.8489  -0.6255  1.7296
S  2.5767  1.3029  -0.9797
C  -0.6129  0.1970  3.3260
C  0.1072  -2.1467  2.0417
C  1.6169  -1.9497  2.0772
N  2.1438  -1.5365  0.7534
C  3.3830  -0.7360  0.8666
C  3.7275  -0.0044  -0.4264
H  -0.1796  -2.8824  1.2760
H  -0.2522  -2.5009  3.0145
H  2.0818  -2.9030  2.3831
H  1.8763  -1.1863  2.8204
H  4.2283  -1.3935  1.1335
H  3.2675  -0.0153  1.6818
H  3.8121  -0.7287  -1.2493
H  4.6937  0.5004  -0.3040
C  2.5143  2.3555  0.5111
H  2.3902  -2.3894  0.2486
H  2.1406  1.8242  1.3931
H  1.8315  3.1810  0.2843
H  3.5152  2.7619  0.7038
H  -1.4171  0.9429  3.3693
H  0.3571  0.7046  3.3844
H  -0.7419  -0.5262  4.1383
C  0.6616  -2.7430  -2.5567
C  -0.1632  -2.0066  -3.3870
H  0.2585  -3.5143  -1.8802
H  1.7493  -2.7497  -2.7081
H  -1.2426  -2.1881  -3.4287
H  0.2512  -1.3746  -4.1835
C  -1.2367  5.3056  -1.0649
C  -2.1964  4.6550  -0.2737
C  -2.2906  3.2639  -0.2958
C  -1.4335  2.5200  -1.1198
C  -0.4074  3.1622  -1.8595
C  -0.3335  4.5540  -1.8428
N  -1.6483  1.1346  -1.2637
N  -2.7807  0.7535  -0.7566
C  -3.1573  -0.5795  -0.9330
C  -4.5378  -0.8703  -0.9770
C  -4.9419  -2.1861  -1.1222
C  -3.9513  -3.1808  -1.1353
C  -2.6147  -2.8199  -1.0218
N  -2.2046  -1.5361  -0.9961
H  -1.1829  6.3957  -1.0752
H  -2.8938  5.2087  0.3580
H  -3.0271  2.7184  0.2981
H  0.2793  2.5444  -2.4434
H  0.4119  5.0737  -2.4460
H  -5.2029  -0.0106  -0.9044
H  -5.9973  -2.4499  -1.2111
H  -4.1878  -4.2395  -1.2392
H  -1.8183  -3.5722  -0.9923

---

No. 3
The following is a DFT calculation (ωB97M-V/def2-TZVPD) of one molecule with the formula C19H28N6O.

The calculation puts the HOMO-LUMO gap at 8.780 eV. The calculation puts the HOMO energy at -8.3228 eV. Its SMILES is Cn1cc(CN2CCC(n3nccc3NC(=O)C3CCCC3)CC2)cn1. The relative energy (zero: lowest compared OMol25 entry of this formula, charge and spin) comes out at 39.4 kcal/mol.

Atoms and positions in Å:
C  3.1123  -5.8022  -3.7430
N  1.9606  -5.2460  -3.0952
C  1.7511  -5.0943  -1.7709
C  0.5021  -4.5293  -1.6193
C  -0.2091  -4.1670  -0.3589
N  -0.7499  -2.8208  -0.4310
C  0.2902  -1.8181  -0.5250
C  -0.3258  -0.4540  -0.8142
C  -1.3012  -0.0782  0.3062
N  -1.9436  1.1859  0.0348
N  -3.1288  1.2368  -0.5822
C  -3.4126  2.5139  -0.7294
C  -2.3982  3.3287  -0.2130
C  -1.4613  2.4351  0.2648
N  -0.2343  2.6398  0.8797
C  0.2935  3.8576  1.2142
O  -0.2534  4.9078  0.9821
C  1.6434  3.7185  1.9119
C  2.2347  5.0888  2.2847
C  2.1500  5.1664  3.8086
C  2.3490  3.7189  4.2439
C  1.4984  2.9410  3.2411
C  -2.3416  -1.1876  0.4331
C  -1.6480  -2.5255  0.6664
C  0.0381  -4.3737  -2.9373
N  0.9285  -4.8081  -3.8067
H  4.0088  -5.2287  -3.4986
H  2.9379  -5.7604  -4.8159
H  3.2624  -6.8407  -3.4408
H  2.4805  -5.3961  -1.0459
H  0.4786  -4.2916  0.4996
H  -1.0527  -4.8507  -0.2139
H  0.8867  -1.7672  0.4093
H  0.9625  -2.0968  -1.3393
H  0.4604  0.2975  -0.9167
H  -0.8797  -0.5043  -1.7517
H  -0.7563  0.0084  1.2586
H  -4.3292  2.8110  -1.1979
H  -2.3416  4.3950  -0.1851
H  0.2939  1.8134  1.1169
H  2.3123  3.1869  1.2280
H  1.6709  5.8862  1.8027
H  3.2735  5.1524  1.9603
H  2.8927  5.8405  4.2316
H  1.1590  5.5084  4.1091
H  2.0431  3.5379  5.2733
H  3.3993  3.4406  4.1401
H  1.8170  1.9016  3.1532
H  0.4553  2.9542  3.5648
H  -2.9173  -1.2270  -0.4900
H  -3.0245  -0.9696  1.2546
H  -1.1096  -2.5022  1.6352
H  -2.3995  -3.3165  0.7193
H  -0.8935  -3.9602  -3.2642

---

No. 4
The following is a DFT calculation (ωB97M-V/def2-TZVPD) of C19H28NO11W as an isolated structure.

The calculation puts the HOMO-LUMO gap at 7.099 eV. As for the total charge: +1. The calculation puts the HOMO energy at -10.7782 eV. The relative energy (zero: lowest compared OMol25 entry of this formula, charge and spin) comes out at 131.4 kcal/mol.

Atoms and positions in Å:
W  0.4346  0.1173  0.2896
C  3.0562  -0.0169  2.4030
C  3.5671  -0.9449  1.3377
O  2.3190  -1.3448  0.7026
C  2.6345  -2.0443  -0.4929
C  2.5026  -1.1642  -1.7028
O  1.1386  -0.6865  -1.7783
C  1.0622  0.2700  -2.8802
C  -0.3973  0.6449  -3.0127
O  -1.0178  0.5941  -1.7287
C  -1.6631  -0.6731  -1.4662
C  -1.6054  -1.4688  -0.1406
O  -0.3034  -1.8637  0.4494
C  -0.5434  -2.4629  1.7647
C  -0.4421  -1.4289  2.8854
O  -0.5203  -0.1520  2.2860
C  -0.4182  0.9822  3.1866
C  0.0724  2.1644  2.3313
O  2.1475  0.7809  1.7521
H  3.9053  0.5448  2.8141
H  2.6209  -0.5983  3.2349
H  4.0821  -1.8516  1.6582
H  4.1675  -0.4037  0.6040
H  1.9570  -2.8980  -0.5649
H  3.6481  -2.4419  -0.4413
H  2.7336  -1.7919  -2.5664
H  3.1724  -0.3020  -1.6760
H  1.4168  -0.2401  -3.7757
H  1.7049  1.1216  -2.6511
H  -0.9427  0.0221  -3.7212
H  -0.4665  1.6852  -3.3296
H  -1.3789  -1.3490  -2.2729
H  -2.7413  -0.4930  -1.5025
H  -2.1188  -2.3548  -0.5300
H  -2.1920  -0.9792  0.6345
H  0.2451  -3.2046  1.8708
H  -1.4992  -2.9748  1.7055
H  0.4889  -1.5268  3.4477
H  -1.2859  -1.5550  3.5674
H  0.2773  0.6941  3.9763
H  -1.3993  1.1807  3.6122
H  0.9620  2.6334  2.7376
H  -0.7287  2.9099  2.3178
O  0.3306  1.7215  1.0390
O  -3.7416  2.4187  1.0485
C  -2.6659  2.3039  0.4671
O  -1.9222  1.2643  0.4817
C  -2.1495  3.5073  -0.3062
C  -2.8723  4.7005  -0.3039
C  -2.4286  5.8087  -1.0117
C  -1.2565  5.7494  -1.7555
C  -0.5615  4.5534  -1.7531
C  -0.9786  3.4507  -1.0349
N  0.6669  4.4224  -2.5512
O  1.0666  5.3851  -3.1590
O  1.2103  3.3201  -2.5833
H  -3.7891  4.7229  0.2700
H  -3.0022  6.7253  -0.9929
H  -0.8878  6.5890  -2.3256
H  -0.3689  2.5693  -1.0569

---

No. 5
The following is a DFT calculation (ωB97M-V/def2-TZVPD) of a 2-piece molecular cluster, C19H28NO3S overall.

The calculation puts the HOMO-LUMO gap at 5.469 eV. As for the total charge: +1. The calculation puts the HOMO energy at -9.9834 eV.

Atoms and positions in Å:
C  -3.7461  -0.2728  2.4335
C  -2.4708  0.2130  3.0724
O  -1.4427  0.1834  2.0598
C  -0.2286  0.4875  2.5956
C  0.8422  0.2561  1.6640
S  2.4081  0.3935  2.2449
C  2.4241  -0.6799  3.7217
C  3.3111  -0.6704  1.0744
O  -0.1048  0.8884  3.7587
H  -4.4479  -0.5537  3.2216
H  -4.1986  0.5278  1.8390
H  -3.5699  -1.1435  1.7927
H  -2.5842  1.2418  3.4414
H  -2.1954  -0.4455  3.9084
H  0.6257  -0.0273  0.6487
H  1.8721  -0.1556  4.5051
H  1.9543  -1.6389  3.4755
H  3.4718  -0.8231  4.0087
H  3.2757  -0.1826  0.0956
H  4.3464  -0.7313  1.4267
H  2.8373  -1.6582  1.0505
C  3.9533  6.3221  0.5223
C  3.3851  5.1339  1.2753
N  2.0774  4.7944  0.6936
C  1.8495  3.5872  0.1816
C  0.6180  3.1858  -0.3483
C  0.4619  1.9434  -0.9439
C  -0.7899  1.4199  -1.4146
C  -0.8195  0.2913  -2.2772
C  -2.0229  -0.1842  -2.7856
C  -3.2307  0.4420  -2.4427
C  -3.2240  1.5311  -1.5600
C  -2.0240  2.0119  -1.0424
C  1.0906  5.8549  0.5846
C  1.7526  7.1552  1.0081
O  2.9977  7.3582  0.3170
H  4.7990  6.7675  1.0711
H  4.3041  5.9955  -0.4713
H  4.0352  4.2639  1.1657
H  3.2551  5.3973  2.3355
H  2.6948  2.8911  0.2156
H  -0.2186  3.8938  -0.3325
H  1.3649  1.3775  -1.1877
H  0.1295  -0.1845  -2.5346
H  -2.0234  -1.0455  -3.4552
H  -4.1735  0.0811  -2.8564
H  -4.1596  2.0137  -1.2741
H  -2.0150  2.8414  -0.3340
H  0.7240  5.9442  -0.4518
H  0.2276  5.6400  1.2317
H  1.1482  8.0137  0.6835
H  1.8913  7.1483  2.1073

---

Calculated total energy / eV: -55978.630; -53019.496; -31145.539; -45979.773; -38616.278